# 1
A molecular structure, C25H54CuO13PS4, computed with the ωB97M-V functional and the def2-TZVPD basis.

Summary:
LUMO (eV): 0.3
HOMO level (hartree): -0.290
HOMO-LUMO gap (eV): 8.23
Molecular weight (g/mol): 785.48
Charge: 0

Atoms and positions in Å:
Cu -0.692 1.657 -0.563
C -1.016 3.787 -3.172
C -1.512 2.327 -3.275
C -1.328 1.821 -4.750
O -0.898 1.494 -2.368
H -1.467 4.545 -3.914
H 0.030 3.889 -3.292
H -1.325 4.203 -2.219
H -2.607 2.464 -3.222
H -0.260 1.583 -4.935
H -1.678 2.438 -5.572
H -1.795 0.847 -4.794
C 0.469 3.246 3.558
C -0.142 2.082 4.287
O 0.402 0.909 3.798
P 0.342 0.376 2.284
O -0.262 1.389 1.418
O 1.859 -0.006 1.901
C 2.999 0.810 2.179
C 3.529 0.616 3.610
O -0.337 -1.041 2.446
C -1.345 -1.222 3.423
C -2.171 -2.414 2.919
H -0.222 4.044 3.164
H 1.118 3.730 4.253
H 1.023 2.759 2.773
H 0.024 2.054 5.337
H -1.237 1.970 4.173
H 3.736 0.358 1.514
H 2.736 1.836 1.841
H 2.800 0.181 4.269
H 4.512 0.055 3.558
H 3.766 1.649 3.963
H -0.762 -1.511 4.301
H -1.974 -0.358 3.514
H -1.596 -3.269 2.635
H -2.939 -2.696 3.702
H -2.782 -2.142 2.057
C 2.622 2.497 -2.916
C 3.663 1.479 -2.547
C 3.908 1.553 -1.006
S 3.103 3.134 -0.520
O 4.112 3.857 0.172
O 1.833 2.949 0.052
C 2.893 3.820 -2.137
H 1.608 2.213 -2.846
H 2.682 2.765 -3.920
H 4.584 1.710 -3.066
H 3.334 0.458 -2.745
H 4.922 1.615 -0.692
H 3.413 0.707 -0.498
H 3.791 4.215 -2.536
H 2.026 4.406 -1.946
C -1.793 -1.649 -2.839
C -1.753 -3.015 -2.071
C -0.910 -2.637 -0.793
S 0.568 -1.801 -1.526
O 1.576 -2.738 -1.894
O 0.994 -0.746 -0.614
C -0.277 -1.226 -3.025
H -2.268 -0.960 -2.153
H -2.388 -1.771 -3.752
H -1.325 -3.790 -2.681
H -2.767 -3.308 -1.804
H -0.464 -3.461 -0.169
H -1.448 -1.890 -0.231
H 0.156 -1.744 -3.911
H -0.147 -0.120 -3.174
C -6.685 0.845 -0.108
C -5.900 1.184 -1.340
C -4.425 1.273 -0.974
S -4.191 0.381 0.569
O -4.104 1.221 1.701
O -3.209 -0.654 0.317
C -5.831 -0.275 0.575
H -7.674 0.504 -0.365
H -6.785 1.728 0.527
H -6.213 2.047 -1.930
H -5.938 0.336 -1.958
H -4.222 2.288 -0.662
H -3.640 0.908 -1.645
H -5.981 -0.319 1.650
H -5.937 -1.211 0.123
C 3.905 -3.105 1.257
C 4.150 -4.608 0.771
C 2.665 -5.082 0.528
S 1.915 -4.615 2.092
O 2.610 -5.425 3.069
O 0.483 -4.569 1.994
C 2.639 -3.071 2.157
H 3.720 -2.538 0.324
H 4.744 -2.734 1.833
H 4.703 -5.224 1.506
H 4.618 -4.515 -0.203
H 2.514 -6.135 0.459
H 2.214 -4.528 -0.276
H 2.724 -2.663 3.200
H 1.879 -2.428 1.797

Atom charges from the Mulliken analysis, given in e for atoms 1 to 5: -0.982, -1.425, 0.809, -1.376, 1.284


# 2
4 unconnected molecules or ions with the total composition C25H54F4N9O7S, computed with the ωB97M-V functional and the def2-TZVPD basis.

Summary:
LUMO (eV): -4.0
HOMO level (hartree): -0.380
HOMO-LUMO gap (eV): 6.29
Molecular weight (g/mol): 700.82
Charge: +1

Atoms and positions in Å:
C 2.106 0.406 4.946
C 0.777 0.952 5.419
S 0.872 2.692 5.934
C -0.397 3.638 4.964
N -1.071 2.850 3.926
C -2.395 3.090 3.707
N -3.299 3.073 4.641
C -3.044 2.903 6.080
O -3.546 3.702 6.829
N -2.250 1.816 6.534
C -2.563 0.535 6.057
O -2.183 -0.483 6.566
F -3.351 0.529 4.976
N -2.659 3.249 2.378
N -3.300 4.405 1.901
C -4.716 4.526 2.245
C -2.525 5.595 2.217
C -2.081 6.432 1.051
O -2.273 5.900 3.350
C -1.553 2.632 1.653
C -1.422 2.997 0.207
O -0.663 1.953 -0.404
C 0.342 2.386 -1.205
F -0.071 3.259 -2.119
F 0.861 1.322 -1.799
F 1.314 2.985 -0.495
C -0.397 2.954 2.616
N 0.789 2.175 2.472
H 1.958 -0.622 4.648
H 2.470 0.935 4.081
H 2.842 0.427 5.733
H 0.025 0.765 4.663
H 0.489 0.373 6.287
H -1.090 4.031 5.692
H 0.118 4.485 4.544
H -4.267 3.191 4.394
H -1.248 2.008 6.475
H -5.158 5.234 1.561
H -5.181 3.577 2.033
H -4.895 4.869 3.260
H -2.500 6.063 0.128
H -1.007 6.526 1.030
H -2.498 7.413 1.225
H -1.688 1.565 1.819
H -2.408 2.971 -0.227
H -0.963 3.967 0.091
H -0.124 3.984 2.363
H 0.795 1.619 1.632
H 1.598 2.768 2.486
C 4.216 -3.093 -0.766
C 3.920 -1.627 -1.059
C 4.454 -0.653 0.002
O 3.698 -0.601 1.201
C 3.969 -1.639 2.128
N 2.478 -1.463 -1.267
H 3.555 -3.509 -0.007
H 4.077 -3.690 -1.667
H 5.247 -3.229 -0.433
H 4.423 -1.377 -1.998
H 4.401 0.358 -0.411
H 5.509 -0.850 0.226
H 5.023 -1.927 2.112
H 3.345 -2.514 1.938
H 3.727 -1.264 3.122
H 2.298 -0.514 -1.576
H 2.033 -1.514 -0.354
C -0.242 -6.865 -3.909
C 0.711 -5.701 -3.658
C 2.196 -6.090 -3.709
O 2.664 -6.777 -2.564
C 2.365 -8.161 -2.531
N 0.357 -5.061 -2.387
H -0.342 -7.508 -3.035
H -1.237 -6.490 -4.146
H 0.094 -7.478 -4.748
H 0.548 -4.971 -4.457
H 2.784 -5.168 -3.754
H 2.429 -6.659 -4.619
H 2.389 -8.603 -3.531
H 1.393 -8.347 -2.069
H 3.123 -8.647 -1.918
H 0.911 -4.214 -2.274
H 0.685 -5.670 -1.642
C -0.579 -1.522 -5.501
C -1.340 -0.720 -6.554
C -1.394 0.788 -6.268
O -2.307 1.172 -5.254
C -1.836 1.008 -3.935
N -2.674 -1.302 -6.720
H -1.169 -1.683 -4.599
H -0.324 -2.506 -5.893
H 0.351 -1.023 -5.217
H -0.806 -0.838 -7.501
H -1.742 1.293 -7.172
H -0.394 1.185 -6.047
H -0.763 1.201 -3.863
H -2.057 0.006 -3.559
H -2.365 1.724 -3.302
H -3.141 -0.854 -7.503
H -3.231 -1.036 -5.913

Atom charges from the Mulliken analysis, given in e for atoms 1 to 5: -1.478, -0.072, -0.367, -1.092, 0.954


# 3
A molecular structure, C25H54InO12S5, computed with the ωB97M-V functional and the def2-TZVPD basis.

Summary:
LUMO (eV): 1.8
ΔE to the lowest compared entry with this formula, charge and spin (kJ/mol): 19.34
HOMO level (hartree): -0.147
HOMO-LUMO gap (eV): 5.75
Molecular weight (g/mol): 821.85
Charge: -1

Atoms and positions in Å:
C -3.647 -3.773 2.698
O -2.406 -4.166 2.158
C -1.300 -3.547 2.815
C -1.176 -2.053 2.549
C 0.254 -1.527 2.711
C 0.521 -0.774 4.026
In -0.289 -1.726 5.904
O 0.766 -3.494 6.331
H -3.693 -2.710 2.923
H -4.413 -3.990 1.954
H -3.891 -4.335 3.601
H -1.323 -3.771 3.883
H -0.410 -4.029 2.414
H -1.854 -1.511 3.207
H -1.555 -1.904 1.536
H 0.936 -2.369 2.614
H 0.442 -0.871 1.858
H 1.598 -0.763 4.170
H 0.148 0.243 3.969
H -2.037 -2.140 5.742
H -0.107 -0.634 7.310
H 0.246 -4.264 6.049
C -2.297 0.875 -2.588
C -2.999 1.305 -1.292
C -2.325 0.557 -0.134
S -0.636 0.248 -0.659
O -0.445 -1.176 -0.795
O 0.274 1.050 0.115
C -0.804 0.959 -2.292
H -2.569 1.511 -3.430
H -2.569 -0.154 -2.840
H -2.880 2.381 -1.159
H -4.068 1.090 -1.322
H -2.299 1.140 0.783
H -2.789 -0.410 0.055
H -0.190 0.397 -2.992
H -0.466 1.993 -2.240
C 1.772 -0.308 -6.972
C 2.573 0.962 -7.290
C 1.567 2.107 -7.481
S 0.138 1.678 -6.478
O -0.988 1.456 -7.352
O 0.044 2.588 -5.361
C 0.753 0.099 -5.915
H 2.409 -1.114 -6.612
H 1.257 -0.658 -7.870
H 3.235 1.191 -6.453
H 3.195 0.838 -8.175
H 1.954 3.064 -7.143
H 1.230 2.185 -8.512
H -0.077 -0.596 -5.814
H 1.230 0.254 -4.948
C 0.215 -4.847 -2.003
C 0.797 -5.956 -2.891
C 1.706 -5.282 -3.927
S 2.308 -3.774 -3.151
O 1.790 -2.647 -3.892
O 3.722 -3.895 -2.898
C 1.388 -3.949 -1.631
H -0.271 -5.248 -1.115
H -0.528 -4.272 -2.561
H 1.384 -6.642 -2.277
H 0.016 -6.538 -3.377
H 2.560 -5.896 -4.199
H 1.158 -4.993 -4.821
H 1.084 -2.967 -1.267
H 2.044 -4.430 -0.906
C -4.543 6.356 -2.310
C -5.230 6.841 -1.026
C -4.532 6.153 0.155
S -2.847 5.832 -0.381
O -2.657 4.405 -0.455
O -1.935 6.672 0.348
C -3.044 6.459 -2.046
H -4.835 6.949 -3.176
H -4.815 5.317 -2.507
H -5.119 7.924 -0.940
H -6.297 6.621 -1.031
H -4.499 6.776 1.044
H -4.987 5.194 0.393
H -2.434 5.867 -2.724
H -2.708 7.495 -2.045
C 5.059 -0.907 6.504
C 5.995 0.299 6.331
C 5.111 1.537 6.130
S 3.567 1.189 6.987
O 2.519 1.093 6.013
O 3.456 2.045 8.144
C 3.992 -0.469 7.501
H 5.593 -1.788 6.856
H 4.591 -1.156 5.550
H 6.604 0.421 7.230
H 6.676 0.165 5.490
H 5.549 2.439 6.551
H 4.870 1.696 5.081
H 3.094 -1.085 7.485
H 4.390 -0.408 8.514

Atom charges from the Mulliken analysis, given in e for atoms 1 to 5: -0.746, -0.414, -0.385, -0.220, -0.346


# 4
A molecular structure, C25H54IrN12, computed with the ωB97M-V functional and the def2-TZVPD basis.

Summary:
LUMO (alpha / beta) (eV): -9.5 / -14.1
ΔE to the lowest compared entry with this formula, charge and spin (kJ/mol): 0.00
HOMO level (alpha / beta) (hartree): -0.670 / -0.701
2S+1: 6
HOMO-LUMO gap (alpha / beta) (eV): 8.78 / 5.02
Molecular weight (g/mol): 715.01
Charge: +4

Atoms and positions in Å:
Ir 0.282 0.296 -0.320
C -2.726 0.424 -4.092
N -2.371 0.043 -2.718
C -1.990 -1.356 -2.531
C -2.539 0.875 -1.675
N -1.780 0.728 -0.560
C -2.467 0.849 0.733
C -2.186 -0.433 1.491
N -0.714 -0.598 1.621
C -0.360 -2.035 1.611
C 1.131 -2.217 1.441
N 1.561 -1.528 0.226
C 2.715 -1.999 -0.344
N 2.836 -1.941 -1.684
C 1.720 -2.222 -2.576
C 4.138 -1.845 -2.345
N 3.723 -2.522 0.378
C 4.502 -3.683 -0.084
C 4.143 -2.001 1.679
C -0.213 0.113 2.823
C 1.039 0.936 2.550
N 0.797 1.880 1.445
C 0.871 3.152 1.671
N 1.169 3.597 3.047
C 0.112 3.687 4.026
C 2.522 3.945 3.410
N 0.723 4.185 0.850
C 0.585 4.024 -0.594
C 0.767 5.597 1.274
N -3.500 1.809 -1.734
C -3.405 3.075 -1.016
C -4.780 1.595 -2.429
H -1.939 0.081 -4.765
H -2.809 1.504 -4.171
H -3.661 -0.035 -4.412
H -1.782 -1.787 -3.507
H -2.797 -1.928 -2.071
H -1.095 -1.459 -1.915
H -3.543 0.976 0.616
H -2.088 1.716 1.285
H -2.565 -1.268 0.905
H -2.677 -0.464 2.468
H -0.869 -2.482 0.756
H -0.717 -2.539 2.515
H 1.366 -3.284 1.386
H 1.661 -1.839 2.319
H 0.782 -2.152 -2.039
H 1.820 -3.233 -2.980
H 1.734 -1.519 -3.408
H 4.465 -2.804 -2.748
H 4.884 -1.471 -1.651
H 4.033 -1.148 -3.175
H 3.979 -4.192 -0.888
H 4.593 -4.368 0.759
H 5.504 -3.404 -0.407
H 3.729 -1.008 1.842
H 5.229 -1.914 1.677
H 3.860 -2.669 2.494
H -0.029 -0.595 3.637
H -1.002 0.782 3.165
H 1.869 0.299 2.251
H 1.344 1.418 3.482
H -0.832 3.352 3.607
H 0.028 4.729 4.360
H 0.391 3.102 4.910
H 3.190 3.839 2.561
H 2.838 3.307 4.243
H 2.535 4.975 3.787
H 0.818 3.012 -0.890
H 1.280 4.707 -1.083
H -0.429 4.281 -0.899
H 0.599 5.713 2.340
H -0.027 6.132 0.757
H 1.726 6.040 1.004
H -2.411 3.183 -0.588
H -4.152 3.141 -0.224
H -3.583 3.892 -1.717
H -4.891 0.550 -2.698
H -4.869 2.219 -3.318
H -5.581 1.862 -1.741
C 1.891 2.020 -5.450
N 1.983 1.667 -4.022
C 3.093 1.812 -3.229
C 2.740 1.383 -1.989
N 1.417 0.978 -2.015
C 1.002 1.170 -3.265
H 2.895 2.191 -5.827
H 1.302 2.926 -5.572
H 1.440 1.199 -6.000
H 4.023 2.198 -3.614
H 3.336 1.340 -1.093
H 0.010 0.962 -3.630

Atom charges from the Mulliken analysis, given in e for atoms 1 to 5: 3.737, -1.389, 0.172, -0.667, -0.027


# 5
3 unconnected molecules or ions with the total composition C25H56BN3O6, computed with the ωB97M-V functional and the def2-TZVPD basis.

Summary:
LUMO (eV): 0.5
HOMO level (hartree): -0.340
SMILES: COCCCCCCCCCCCCB(O)N(C(C)=O)C(C)=O.COC[C@@H](C)N.COC[C@@H](C)N
HOMO-LUMO gap (eV): 9.79
Molecular weight (g/mol): 505.55
Charge: 0

Atoms and positions in Å:
C -0.779 -1.784 2.624
O 0.293 -0.964 3.029
C 0.963 -0.262 1.991
C 1.588 1.016 2.567
C 1.254 2.278 1.750
C 1.171 3.576 2.583
C -0.079 4.434 2.287
C -0.978 4.795 3.492
C -1.142 3.726 4.576
C -1.550 2.338 4.079
C -2.951 2.281 3.432
C -2.903 1.819 1.973
C -4.241 1.768 1.217
C -5.207 2.936 1.485
B -6.474 2.686 2.389
O -7.163 3.738 2.920
N -6.994 1.302 2.666
C -6.281 0.680 3.763
C -5.859 -0.742 3.535
O -6.039 1.292 4.767
C -8.401 1.260 2.739
C -9.046 0.465 3.842
O -9.050 1.861 1.917
H -0.552 -2.840 2.808
H -1.676 -1.525 3.197
H -1.008 -1.669 1.559
H 0.280 -0.031 1.164
H 1.749 -0.911 1.579
H 1.240 1.109 3.598
H 2.673 0.884 2.577
H 2.015 2.391 0.973
H 0.304 2.116 1.228
H 2.050 4.182 2.343
H 1.251 3.340 3.645
H 0.255 5.382 1.855
H -0.691 3.963 1.515
H -0.626 5.728 3.944
H -1.974 5.026 3.093
H -0.221 3.660 5.164
H -1.921 4.067 5.270
H -1.545 1.669 4.945
H -0.817 1.922 3.383
H -3.457 3.244 3.537
H -3.549 1.554 3.990
H -2.206 2.458 1.420
H -2.451 0.819 1.980
H -4.733 0.811 1.404
H -4.004 1.763 0.149
H -5.622 3.272 0.525
H -4.664 3.804 1.878
H -6.575 4.488 3.066
H -6.711 -1.344 3.217
H -5.428 -1.147 4.450
H -5.111 -0.770 2.740
H -8.641 -0.545 3.921
H -8.878 0.966 4.799
H -10.114 0.430 3.639
C 2.895 0.770 -2.507
O 2.584 -0.156 -1.485
C 2.422 -1.498 -1.900
C 3.727 -2.278 -2.098
C 4.484 -1.915 -3.370
N 4.631 -2.160 -0.951
H 2.398 0.507 -3.446
H 3.971 0.844 -2.681
H 2.536 1.746 -2.180
H 1.859 -1.978 -1.095
H 1.801 -1.539 -2.806
H 3.438 -3.331 -2.176
H 5.031 -0.978 -3.259
H 5.214 -2.688 -3.608
H 3.810 -1.824 -4.224
H 4.179 -2.524 -0.118
H 4.771 -1.171 -0.760
C 5.415 -2.648 -7.381
O 5.060 -3.566 -6.367
C 4.861 -4.900 -6.790
C 6.143 -5.721 -6.973
C 6.929 -5.379 -8.234
N 7.038 -5.635 -5.817
H 4.922 -2.890 -8.328
H 6.495 -2.608 -7.540
H 5.084 -1.662 -7.055
H 4.272 -5.365 -5.996
H 4.250 -4.919 -7.704
H 5.822 -6.764 -7.058
H 7.502 -4.460 -8.112
H 7.639 -6.174 -8.456
H 6.269 -5.261 -9.096
H 6.567 -5.988 -4.990
H 7.209 -4.653 -5.619

Atom charges from the Mulliken analysis, given in e for atoms 1 to 5: -0.715, -0.457, -0.308, -1.031, -0.619


Question: molecular weight of number 3 (C25H54InO12S5)?
Answer: 821.85 g/mol


Question: Which of these has the lowest molecular weight?
Answer: C25H56BN3O6